1.
{"formula": "C6H7O", "method": "the ωB97M-V functional and the def2-TZVPD basis", "e_homo_ha": [-0.55215, -0.55214], "homo_lumo_gap_ev": [8.3, 8.3], "spin_multiplicity": 1, "relative_energy_kj_mol": 125.9, "total_charge": 1, "elements": ["C", "C", "C", "C", "C", "C", "O", "H", "H", "H", "H", "H", "H", "H"], "xyz": [[0.781, 1.455, -0.083], [1.980, 0.769, 0.080], [-0.238, 0.488, -0.134], [0.530, -0.739, -0.065], [-0.138, -2.102, -0.046], [-1.694, 0.538, -0.012], [1.834, -0.508, -0.036], [0.816, 2.570, -0.075], [2.926, 1.081, 0.227], [0.429, -3.053, 0.209], [-1.141, -2.284, -0.255], [-2.082, 0.142, -0.979], [-1.947, 1.515, 0.217], [-2.058, 0.128, 0.955]], "nbo_charge": [-0.33, 0.34, 0.16, 0.18, -0.09, -0.69, -0.35, 0.28, 0.23, 0.25, 0.22, 0.27, 0.26, 0.28]}



2.
{"formula": "C15H14Cl2N4PtS2", "method": "the ωB97M-V functional and the def2-TZVPD basis", "e_homo_ha": [-0.55010, -0.55010], "homo_lumo_gap_ev": [6.1, 6.1], "spin_multiplicity": 1, "total_charge": 2, "elements": ["Pt", "C", "C", "N", "C", "C", "S", "C", "C", "S", "C", "N", "C", "H", "H", "H", "H", "H", "H", "H", "H", "N", "C", "C", "C", "C", "C", "N", "C", "H", "H", "H", "H", "Cl", "C", "Cl", "H", "H"], "xyz": [[-0.429, 0.737, -0.720], [-3.111, -1.736, -0.737], [-1.844, -2.096, -1.408], [-0.780, -1.341, -1.394], [0.294, -1.893, -2.046], [0.014, -3.111, -2.596], [-1.605, -3.569, -2.272], [1.543, -1.155, -2.035], [2.739, -1.507, -2.590], [3.937, -0.335, -2.247], [2.781, 0.590, -1.364], [1.595, 0.038, -1.355], [3.144, 1.853, -0.685], [-2.994, -0.789, -0.207], [-3.403, -2.510, -0.028], [-3.923, -1.647, -1.459], [0.656, -3.755, -3.161], [2.961, -2.377, -3.172], [4.186, 2.088, -0.878], [3.002, 1.766, 0.392], [2.534, 2.683, -1.038], [-0.152, -3.094, 4.651], [-0.165, -2.083, 4.118], [-0.186, -0.808, 3.488], [-0.154, 0.355, 4.260], [-0.163, 1.578, 3.611], [-0.228, 1.602, 2.227], [-0.274, 0.487, 1.499], [-0.242, -0.698, 2.097], [-0.118, 0.293, 5.338], [-0.120, 2.502, 4.162], [-0.233, 2.542, 1.691], [-0.254, -1.582, 1.472], [-0.197, 3.326, -1.076], [-1.880, 3.547, -1.561], [-2.624, 1.941, -1.597], [-1.915, 3.991, -2.560], [-2.392, 4.167, -0.822]], "nbo_charge": [0.99, -0.68, 0.10, -0.45, 0.09, -0.38, 0.61, 0.07, -0.38, 0.60, 0.10, -0.48, -0.67, 0.23, 0.27, 0.27, 0.28, 0.27, 0.27, 0.25, 0.24, -0.19, 0.22, -0.16, -0.08, -0.22, 0.06, -0.58, 0.08, 0.26, 0.26, 0.20, 0.22, 0.09, -0.39, 0.08, 0.27, 0.27]}



3.
{"formula": "C11H16N2", "method": "the ωB97M-V functional and the def2-TZVPD basis", "e_homo_ha": -0.32480, "homo_lumo_gap_ev": 9.7, "spin_multiplicity": 1, "relative_energy_kj_mol": 246.7, "smiles": "Cc1cncc([C@@H]2CCCN2C)c1", "total_charge": 0, "elements": ["C", "C", "C", "C", "C", "C", "C", "C", "C", "C", "C", "H", "H", "H", "H", "H", "H", "H", "H", "H", "H", "H", "H", "H", "H", "H", "H", "N", "N"], "xyz": [[-1.825, 1.917, -0.925], [-3.202, -0.062, -0.308], [-2.823, -1.372, 0.561], [-1.377, -1.203, 1.077], [-0.843, 0.110, 0.386], [0.528, -0.199, -0.122], [0.821, -0.914, -1.276], [3.086, -0.796, -0.948], [2.963, 0.003, 0.129], [4.111, 0.749, 0.864], [1.675, 0.226, 0.595], [-0.728, 2.217, -1.034], [-2.381, 2.123, -2.000], [-2.383, 2.444, -0.049], [-3.920, 0.750, 0.090], [-3.759, -0.301, -1.283], [-3.572, -1.528, 1.362], [-2.700, -2.285, -0.169], [-0.787, -2.041, 0.924], [-1.380, -1.135, 2.173], [-0.673, 0.925, 1.136], [0.161, -1.161, -1.969], [4.079, -1.120, -1.347], [4.593, 0.150, 1.731], [3.834, 1.781, 1.032], [4.840, 0.969, 0.066], [1.449, 0.654, 1.558], [-1.830, 0.422, -0.699], [2.044, -1.324, -1.556]], "nbo_charge": [-0.43, -0.23, -0.42, -0.40, -0.08, -0.05, 0.04, 0.01, -0.07, -0.64, -0.17, 0.21, 0.21, 0.18, 0.18, 0.20, 0.22, 0.22, 0.21, 0.21, 0.18, 0.19, 0.19, 0.23, 0.22, 0.22, 0.20, -0.45, -0.41]}



4.
{"formula": "C32H34BCeN6O4Si", "method": "the ωB97M-V functional and the def2-TZVPD basis", "e_homo_ha": -0.41914, "homo_lumo_gap_ev": 5.9, "spin_multiplicity": 1, "relative_energy_kj_mol": 19.1, "total_charge": 1, "elements": ["Ce", "B", "N", "C", "C", "C", "N", "N", "C", "C", "C", "N", "H", "H", "H", "H", "H", "H", "H", "H", "O", "Si", "C", "C", "C", "C", "C", "C", "C", "C", "C", "C", "C", "C", "C", "C", "C", "C", "C", "C", "H", "H", "H", "H", "H", "H", "H", "H", "H", "H", "H", "H", "H", "H", "H", "C", "C", "C", "C", "C", "C", "O", "N", "C", "O", "N", "C", "O", "H", "H", "H", "H", "H", "H", "H", "H", "H", "H", "H"], "xyz": [[-0.422, 0.628, 0.839], [2.500, -0.291, 2.669], [2.761, -0.104, 1.136], [3.946, -0.083, 0.533], [3.758, 0.116, -0.832], [2.388, 0.203, -0.986], [1.786, 0.064, 0.213], [0.947, -0.182, 2.927], [0.308, 0.629, 3.790], [-1.030, 0.248, 3.850], [-1.120, -0.838, 2.973], [0.082, -1.090, 2.421], [3.031, 0.602, 3.267], [2.858, -1.384, 2.995], [4.854, -0.221, 1.096], [4.510, 0.198, -1.596], [1.807, 0.376, -1.878], [0.822, 1.399, 4.342], [-1.802, 0.658, 4.479], [-1.962, -1.477, 2.762], [-2.138, -0.355, 0.128], [-3.397, -0.046, -0.842], [-2.829, 0.613, -2.511], [-2.949, -0.129, -3.686], [-2.580, 0.409, -4.910], [-2.083, 1.703, -4.979], [-1.953, 2.456, -3.821], [-2.326, 1.914, -2.601], [-4.463, 1.314, -0.080], [-4.460, 1.534, 1.299], [-5.332, 2.439, 1.886], [-6.215, 3.157, 1.094], [-6.216, 2.972, -0.283], [-5.351, 2.056, -0.860], [-4.433, -1.590, -1.048], [-3.995, -2.797, -0.499], [-4.745, -3.955, -0.631], [-5.949, -3.921, -1.319], [-6.399, -2.730, -1.873], [-5.646, -1.574, -1.737], [-3.337, -1.141, -3.636], [-2.688, -0.179, -5.813], [-1.807, 2.127, -5.935], [-1.575, 3.469, -3.878], [-2.272, 2.525, -1.702], [-3.778, 0.962, 1.927], [-5.336, 2.585, 2.960], [-6.907, 3.855, 1.547], [-6.898, 3.537, -0.905], [-5.357, 1.919, -1.937], [-3.049, -2.822, 0.031], [-4.397, -4.886, -0.201], [-6.538, -4.822, -1.428], [-7.339, -2.702, -2.410], [-6.005, -0.647, -2.171], [2.428, 4.501, 1.575], [1.088, 5.053, 2.065], [-0.105, 4.786, 1.110], [-1.410, 5.348, 1.711], [-2.626, 5.056, 0.831], [0.147, 5.499, -0.209], [0.092, 6.696, -0.313], [0.460, 4.702, -1.291], [0.557, 3.321, -1.311], [0.974, 2.733, -2.273], [0.166, 2.654, -0.154], [-0.205, 3.290, 0.948], [-0.595, 2.574, 1.927], [3.215, 4.753, 2.283], [2.707, 4.925, 0.610], [2.404, 3.411, 1.478], [1.157, 6.133, 2.196], [0.836, 4.610, 3.030], [-1.285, 6.426, 1.806], [-1.543, 4.925, 2.707], [-2.521, 5.528, -0.148], [-3.538, 5.435, 1.286], [-2.764, 3.985, 0.684], [0.668, 5.170, -2.163]], "lowdin_charge": [1.51, -0.35, -0.05, -0.04, -0.01, -0.10, -0.10, -0.12, -0.04, 0.00, -0.16, -0.02, 0.08, 0.08, 0.14, 0.11, 0.12, 0.15, 0.13, 0.14, -0.40, 0.53, -0.22, -0.08, -0.06, -0.06, -0.08, -0.11, -0.22, -0.10, -0.08, -0.08, -0.06, -0.09, -0.23, -0.09, -0.08, -0.07, -0.07, -0.09, 0.11, 0.11, 0.11, 0.11, 0.09, 0.09, 0.11, 0.11, 0.11, 0.11, 0.09, 0.11, 0.11, 0.11, 0.10, -0.05, -0.14, -0.29, -0.15, -0.05, -0.41, 0.15, 0.24, -0.49, 0.13, 0.07, -0.40, -0.09, 0.09, 0.09, 0.07, 0.13, 0.13, 0.13, 0.13, 0.09, 0.09, 0.06, 0.18]}



Number 1: E -8372.88867 eV. Number 2: E -71687.97963 eV. Number 3: E -14644.49863 eV. Number 4: E -72349.87124 eV.